Below is 2 unconnected molecules or ions with the total composition C4H8N2O, with properties calculated with wB97M-V/def2-TZVPD.

Each line ends with the natural charge from an NBO analysis.
Atoms and positions in Å:
C: 2.2828 -0.7975 -0.8871  -0.411
N: 1.6645 0.2120 -0.0396  -0.842
C: -0.7817 -0.4629 1.2193  0.189
N: -0.4590 -1.4347 1.7590  -0.287
C: -1.3425 0.7595 0.5790  0.512
O: -0.7626 1.8121 0.6313  -0.457
C: -2.6929 0.5463 -0.0451  -0.702
H: 2.0775 -0.5598 -1.9358  0.188
H: 1.8205 -1.7664 -0.6712  0.195
H: 3.3728 -0.9047 -0.7707  0.167
H: 2.0509 1.1319 -0.2242  0.358
H: 1.8506 0.0080 0.9374  0.358
H: -3.4047 0.2705 0.7415  0.247
H: -3.0163 1.4670 -0.5329  0.243
H: -2.6599 -0.2812 -0.7610  0.244

Computed properties:
- SMILES string: CC(=O)C#N.CN
- LUMO energy: 0.1 eV
- ΔE to the lowest compared entry with this formula, charge and spin: 2.106 eV
- Frontier orbital gap: 9.356 eV

***

Below is 2 unconnected molecules or ions with the total composition C3H9INO2, with properties calculated with wB97M-V/def2-TZVPD.

Each line ends with the natural charge from an NBO analysis.
Atoms and positions in Å:
C: -0.2892 -1.4763 -0.0695  -0.118
C: -0.6030 -0.0862 0.5526  -0.193
C: 0.2470 1.3304 -0.9635  0.074
N: 0.2081 0.2801 1.6580  -0.729
O: -0.3804 -1.3234 -1.4605  -0.748
O: 1.4417 0.8666 -1.2190  -0.693
I: 0.2649 3.1953 0.1344  0.204
H: 0.8013 -1.9063 0.0663  0.204
H: -1.0335 -2.3240 0.2206  0.210
H: -1.5708 0.3387 0.4895  0.229
H: -0.5313 0.9732 -1.5688  0.208
H: 1.1573 -0.1743 1.6973  0.459
H: -0.3793 0.3674 2.6088  0.449
H: 0.4943 1.2634 1.6263  0.420
H: -1.3150 -1.5729 -1.8248  0.500
H: 1.4879 0.2484 -1.9476  0.523

Computed properties:
- Charge: +1
- LUMO energy: -3.6 eV
- ΔE to the lowest compared entry with this formula, charge and spin: 2.938 eV
- Frontier orbital gap: 8.950 eV

***

Below is 2 unconnected molecules or ions with the total composition CHIS2, with properties calculated with wB97M-V/def2-TZVPD.

Each line ends with the natural charge from an NBO analysis.
Atoms and positions in Å:
C: 1.3524 2.2144 -0.9364  -0.181
S: 0.1541 -0.8035 0.4287  -0.231
S: -0.1220 2.4067 -0.6348  0.182
I: -1.1755 -2.4071 -0.4532  0.077
H: -0.2090 -1.4105 1.5957  0.153

Computed properties:
- LUMO energy: -0.3 eV
- ΔE to the lowest compared entry with this formula, charge and spin: 2.352 eV
- Frontier orbital gap: 8.602 eV

***

Below is a single C5H12N2O molecule, with properties calculated with wB97M-V/def2-TZVPD.

Each line ends with the natural charge from an NBO analysis.
Atoms and positions in Å:
C: 0.6891 0.2830 0.6468  -0.133
C: 1.1489 1.2989 -0.5297  -0.028
C: -2.4004 0.2334 0.0651  -0.613
C: -0.0769 -0.8134 -0.0078  0.287
N: 1.8879 -0.2174 1.3046  -0.853
N: 0.6521 -1.9242 -0.3067  -0.787
C: -1.2933 -0.5421 -0.6111  -0.449
O: 0.1422 1.6535 -1.3783  -0.754
H: -0.6415 0.8106 -1.3201  0.467
H: 0.0262 0.8622 1.3011  0.191
H: 1.6484 -0.7252 2.1496  0.369
H: 2.5051 0.5512 1.5485  0.370
H: 0.3061 -2.5602 -1.0068  0.388
H: 1.6532 -1.8397 -0.2159  0.410
H: 1.9679 0.7726 -1.0524  0.145
H: 1.5391 2.1789 -0.0001  0.165
H: -1.6749 -1.3495 -1.2351  0.199
H: -2.0109 1.0255 0.7012  0.210
H: -3.0116 0.7256 -0.6944  0.212
H: -3.0568 -0.4236 0.6414  0.206

Computed properties:
- SMILES string: C/C=C(/N)[C@@H](N)CO
- LUMO energy: 0.9 eV
- ΔE to the lowest compared entry with this formula, charge and spin: 2.398 eV
- Frontier orbital gap: 9.070 eV

***

Below is a single C19H13ClN2O5 molecule, with properties calculated with wB97M-V/def2-TZVPD.

Each line ends with the natural charge from an NBO analysis.
Atoms and positions in Å:
O: 2.8753 -2.2170 3.3125  -0.591
C: 2.2902 -1.9527 2.2868  0.659
N: 1.1518 -2.5887 1.9331  -0.628
C: 0.4262 -2.4923 0.7220  0.120
C: 1.0104 -2.8476 -0.4675  -0.193
C: 0.2975 -2.7452 -1.6695  -0.194
C: -0.9956 -2.3059 -1.6699  -0.176
C: -1.6405 -1.9634 -0.4632  -0.085
C: -2.9817 -1.5263 -0.4343  -0.174
C: -3.5897 -1.2007 0.7455  -0.208
C: -2.8788 -1.2836 1.9524  -0.207
C: -1.5754 -1.6983 1.9612  -0.221
C: -0.9252 -2.0573 0.7602  -0.017
H: -1.0290 -1.7455 2.8920  0.221
H: -3.3678 -1.0130 2.8763  0.220
H: -4.6188 -0.8744 0.7582  0.220
H: -3.5215 -1.4594 -1.3676  0.215
H: -1.5478 -2.2206 -2.5940  0.215
H: 0.7872 -3.0151 -2.5916  0.224
H: 2.0277 -3.2076 -0.4808  0.223
H: 0.7948 -3.2304 2.6311  0.413
C: 2.7974 -0.8606 1.3412  -0.184
H: 3.2132 -1.2998 0.4279  0.234
H: 3.5817 -0.3108 1.8693  0.228
O: 1.7745 0.0698 0.9940  -0.497
C: 1.5567 0.2948 -0.2973  0.794
O: 2.0654 -0.3023 -1.2075  -0.573
C: 0.5148 1.3543 -0.5000  -0.033
C: -0.6948 1.2893 0.1731  -0.226
C: -1.7059 2.1896 -0.1391  -0.011
C: -1.5334 3.1494 -1.1296  -0.220
C: -0.3207 3.2312 -1.7857  -0.172
C: 0.7008 2.3495 -1.4613  0.036
N: 1.9983 2.5394 -2.0726  0.532
O: 2.9642 2.2927 -1.3882  -0.359
O: 2.0211 2.9792 -3.1975  -0.365
H: -0.1439 3.9809 -2.5422  0.251
H: -2.3344 3.8304 -1.3683  0.238
Cl: -3.1925 2.1055 0.7105  0.039
H: -0.8508 0.5380 0.9297  0.254

Computed properties:
- SMILES string: O=C(COC(=O)c1cc(Cl)ccc1[N+](=O)[O-])Nc1cccc2ccccc12
- LUMO energy: -0.7 eV
- Frontier orbital gap: 7.970 eV

***

Below is a molecular structure, C20H21N3O10STi, with properties calculated with wB97M-V/def2-TZVPD.

Each line ends with the Mulliken spin population.
Atoms and positions in Å:
Ti: 0.6564 -0.7440 -0.1186  0.942
O: 0.6238 5.0767 -2.0284  0.004
C: 0.6674 3.7616 -1.6807  0.020
C: 1.8766 3.0794 -1.5539  -0.012
C: 1.8219 1.7555 -1.1722  0.045
N: 0.6605 1.1703 -0.9454  -0.056
C: -0.5000 1.7905 -1.0917  0.032
C: -0.5497 3.1164 -1.4638  -0.010
C: -1.6852 0.8695 -0.8011  0.001
O: -2.8198 1.2623 -0.9837  0.006
O: -1.3024 -0.2986 -0.3879  0.002
C: 2.9993 0.8067 -0.9659  -0.001
O: 4.1160 1.1465 -1.3137  0.004
O: 2.6361 -0.3232 -0.4571  -0.001
H: 1.5241 5.4108 -2.1049  0.000
H: 2.8359 3.5496 -1.7308  0.000
H: -1.4939 3.6302 -1.5705  0.000
C: -5.4017 2.3872 1.8841  0.000
C: -3.9519 2.0565 2.1086  0.000
C: -3.5492 0.7515 2.3722  0.001
C: -2.2116 0.4386 2.5465  0.002
C: -1.2540 1.4362 2.4602  -0.001
C: -1.6378 2.7446 2.2053  -0.002
C: -2.9793 3.0474 2.0354  0.000
S: 0.4815 1.0554 2.6389  0.007
O: 0.7527 0.9342 4.0530  0.001
O: 1.1458 2.1087 1.9020  0.003
N: 0.6966 -0.3365 1.9037  -0.004
C: 0.9016 -1.5225 2.7418  -0.002
C: 1.0781 -2.7808 1.8907  0.013
O: 1.3674 -3.8344 2.4280  -0.001
O: 0.8885 -2.6334 0.6075  0.004
H: -5.9661 1.4985 1.6025  0.000
H: -5.5128 3.1223 1.0862  0.000
H: -5.8586 2.8031 2.7857  0.000
H: -4.2896 -0.0394 2.3999  0.000
H: -1.9086 -0.5889 2.6991  0.000
H: -0.8778 3.5087 2.1111  0.000
H: -3.2724 4.0664 1.8071  0.000
H: 0.0647 -1.7148 3.4217  -0.003
H: 1.7865 -1.4261 3.3723  -0.003
C: 2.6219 -4.6388 -2.3120  0.000
N: 2.2086 -3.2576 -2.5061  0.001
C: 3.2516 -2.2719 -2.7666  0.001
C: 0.9691 -2.8622 -2.1992  -0.005
C: -0.0636 -3.9178 -1.9156  0.002
O: 0.6612 -1.6545 -2.1617  0.008
H: 3.6425 -4.7435 -2.6721  0.000
H: 1.9890 -5.3265 -2.8726  0.000
H: 2.5981 -4.9102 -1.2547  0.000
H: 3.8931 -2.6459 -3.5651  0.000
H: 3.8411 -2.0745 -1.8714  0.001
H: 2.7900 -1.3394 -3.0727  0.000
H: -0.2193 -4.5510 -2.7919  0.000
H: -0.9901 -3.4142 -1.6569  0.000
H: 0.2478 -4.5347 -1.0744  0.000

Computed properties:
- Charge: -1
- LUMO energy (spin up / spin down): 2.5 / 2.5 eV
- Multiplicity: 2
- ΔE to the lowest compared entry with this formula, charge and spin: 0.000 eV
- Frontier orbital gap (spin up / spin down): 7.158 / 8.459 eV

***

Below is 3 unconnected molecules or ions with the total composition C5H10FN2, with properties calculated with wB97M-V/def2-TZVPD.

Each line ends with the natural charge from an NBO analysis.
Atoms and positions in Å:
C: 1.6623 0.3514 -2.9656  0.057
C: 0.6512 0.2371 -1.9885  0.026
C: 0.7736 -0.4641 1.9700  -0.696
C: -1.7259 -0.9241 -0.7634  -0.411
C: 0.1921 -0.8395 0.6592  0.300
N: 2.0350 0.1381 -1.7506  -0.303
N: -1.0763 -0.8246 0.5201  -0.416
F: -0.2763 3.3306 1.4172  -0.566
H: 1.9876 0.6983 -3.9087  0.251
H: 0.5799 -1.2238 2.8131  0.274
H: 1.8039 -0.4507 1.7562  0.253
H: 0.3890 0.4649 2.1490  0.256
H: -1.5542 0.0251 -1.2007  0.256
H: -1.1375 -1.6611 -1.2550  0.222
H: -2.7431 -1.1012 -0.6088  0.227
H: 0.8646 -1.0383 -0.2623  0.259
H: -0.6880 3.8968 2.0016  0.567
H: -1.7380 -0.6150 1.4172  0.444

Computed properties:
- Charge: +1
- LUMO energy: -3.9 eV
- ΔE to the lowest compared entry with this formula, charge and spin: 5.550 eV
- Frontier orbital gap: 10.116 eV

***

Below is 7 unconnected molecules or ions with the total composition C20H54O14, with properties calculated with wB97M-V/def2-TZVPD.

Each line ends with the Mulliken charge.
Atoms and positions in Å:
C: 6.9818 9.0736 14.2105  -0.430
C: 7.7142 10.1273 14.9880  0.048
O: 8.3427 11.0425 14.0888  -0.595
O: 7.7704 8.1281 13.5843  -0.608
H: 6.2748 9.5699 13.5056  0.191
H: 6.3450 8.5539 14.9398  0.410
H: 8.4385 9.7589 15.7171  -0.240
H: 6.9520 10.7122 15.5318  0.372
H: 8.8694 10.5744 13.4502  0.409
H: 8.2262 8.5065 12.8098  0.335
C: 12.9275 5.9907 7.3012  -0.266
C: 13.3930 5.3044 8.5339  -0.679
O: 12.9342 5.8569 9.7550  -0.400
O: 13.1336 7.3581 7.4713  -0.419
H: 11.8933 5.7559 7.0244  0.229
H: 13.5721 5.6102 6.4840  0.381
H: 14.4732 5.2668 8.5033  0.421
H: 13.0435 4.2546 8.4942  0.275
H: 13.6821 6.3321 10.1737  0.243
H: 13.2678 7.8064 6.6338  0.242
C: 15.9494 10.7420 10.9742  -0.580
C: 15.4024 9.5832 10.1686  -0.230
O: 14.6419 8.7369 10.9899  -0.594
O: 14.9447 11.6282 11.5135  -0.519
H: 16.5789 11.3050 10.3147  0.364
H: 16.5627 10.4469 11.8097  0.296
H: 16.2534 9.0215 9.7615  0.376
H: 14.8122 9.9776 9.3473  0.166
H: 13.7160 8.9734 10.8698  0.252
H: 14.5007 11.1764 12.2394  0.275
C: 10.9026 8.5456 10.4375  0.001
C: 10.5046 9.7325 11.2751  -0.397
O: 9.1833 9.6770 11.6951  0.160
O: 12.1969 8.8192 9.8888  0.310
H: 10.1325 8.3274 9.6941  -0.205
H: 11.0018 7.6480 11.0340  0.418
H: 10.8006 10.6261 10.7257  0.184
H: 11.1579 9.7287 12.1555  -0.022
H: 8.6142 10.3153 11.1700  0.364
H: 12.4925 8.0901 9.3319  -0.229
C: 7.1465 8.2635 8.9168  0.068
O: 7.5259 7.6311 7.6823  -0.358
C: 6.7433 6.4813 7.4016  -0.544
C: 6.9654 5.2759 8.2244  -0.514
O: 8.1638 4.6307 8.0708  -0.427
C: 9.2124 5.1567 8.8539  -0.330
H: 7.5034 7.7358 9.8268  0.218
H: 6.0649 8.2554 8.9735  0.558
H: 7.5148 9.2700 8.9461  -0.656
H: 6.9196 6.2104 6.3514  0.330
H: 5.6723 6.6872 7.5395  0.382
H: 6.2000 4.5801 7.8774  0.371
H: 6.7611 5.4695 9.2867  0.352
H: 10.1052 4.4807 8.7955  0.198
H: 8.9421 5.2652 9.9120  0.311
H: 9.4608 6.1921 8.4976  0.083
C: 11.5673 8.0415 14.5319  -0.507
O: 11.8227 9.2088 15.2972  -0.232
C: 11.3848 9.2049 16.5962  -0.171
C: 11.6691 10.5139 17.1813  -0.556
O: 13.0149 10.8451 17.4728  -0.359
C: 13.6547 9.8844 18.3198  -0.671
H: 12.0499 7.2200 15.0501  0.433
H: 11.9319 8.1954 13.5304  -0.090
H: 10.4773 7.8404 14.4904  0.290
H: 11.8178 8.3380 17.1200  0.344
H: 10.2934 9.1330 16.5442  0.024
H: 11.0750 10.5441 18.1213  0.398
H: 11.2902 11.2908 16.4910  0.243
H: 13.1196 9.8198 19.2715  0.321
H: 14.6606 10.2975 18.5192  0.250
H: 13.7173 8.8773 17.8544  0.230
C: 11.4076 12.0488 8.2170  -0.407
O: 10.1625 12.4006 8.6907  -0.381
C: 9.1560 11.6371 8.2069  -0.019
C: 7.8674 11.9112 8.8808  -0.964
O: 7.9141 11.5581 10.2944  -0.505
C: 6.8494 12.1480 11.1163  -0.802
H: 12.1094 12.7753 8.6057  0.287
H: 11.4571 11.9451 7.1299  0.347
H: 11.7142 11.0688 8.6417  -0.057
H: 9.4854 10.5882 8.2289  0.108
H: 8.9543 11.8507 7.1352  0.396
H: 7.0939 11.3666 8.3479  0.402
H: 7.6899 12.9914 8.8159  0.480
H: 6.9701 13.2510 10.9965  0.319
H: 7.0496 11.9023 12.1593  0.232
H: 5.8336 11.8503 10.7658  0.268

Computed properties:
- SMILES string: COCCOC.COCCOC.COCCOC.OCCO.OCCO.OCCO.OCCO
- LUMO energy: 0.4 eV
- ΔE to the lowest compared entry with this formula, charge and spin: 0.000 eV
- Frontier orbital gap: 9.777 eV

***

Computed total energy, in the same sequence as the records: -9304.2870; -16932.2789; -30821.6622; -10406.0260; -45652.3940; -79985.7270; -11033.0484; -50275.0420 eV.
Computed max |F|, in the same sequence as the records: 1.121; 4.304; 2.761; 3.062; 1.210; 0.828; 3.722; 2.526 eV/A.